Entry 1:
{"formula": "C12H14N4", "method": "ωB97M-V/def2-TZVPD", "symbols": ["C", "C", "C", "N", "C", "N", "C", "C", "C", "C", "C", "C", "H", "H", "H", "H", "H", "H", "C", "N", "N", "C", "H", "H", "H", "H", "H", "H", "H", "H"], "coordinates": [[0.898807, -0.534121, 0.562993], [1.857517, 0.487365, 1.096228], [3.166287, 0.019576, 1.295907], [4.294662, -0.281080, 1.411218], [1.350610, 1.449855, 2.026747], [0.945062, 2.334487, 2.702772], [-0.572942, -0.229931, 0.803252], [-1.099158, 1.013529, 0.381407], [-2.364866, 1.428832, 0.874797], [-3.157260, 0.545681, 1.654982], [-2.693531, -0.757732, 1.923918], [-1.458514, -1.191077, 1.416722], [0.910354, -1.353043, 1.508890], [-0.515798, 1.726493, -0.221111], [-2.733348, 2.457978, 0.720072], [-4.111344, 0.886200, 2.065900], [-3.268001, -1.483381, 2.549546], [-1.039571, -2.185686, 1.612117], [2.214475, -0.252613, -1.616632], [0.964801, -0.721039, -0.860630], [-0.181261, -0.695104, -1.697045], [-0.256489, -0.101688, -2.988688], [2.732979, 0.362029, -0.914314], [2.817968, -1.063648, -2.098268], [1.965535, 0.444930, -2.409004], [1.167519, -1.732491, -0.703140], [-1.039709, -0.805239, -1.178500], [-1.131030, -0.429319, -3.578999], [-0.319363, 0.975906, -2.803294], [0.655599, -0.315677, -3.537833]], "forces_ev_per_angstrom": [[-2.9660, 1.7791, 6.3411], [-0.6722, 0.7074, 0.6891], [1.9132, 0.0418, 0.4515], [-1.5983, 0.1105, -0.2915], [-0.5286, 2.2612, 0.8251], [0.9512, -2.4327, -1.5519], [-1.8627, 0.6069, 0.4681], [-1.0145, 0.3206, 1.3359], [0.0209, -0.7528, 0.0943], [0.9358, -0.0753, -0.2337], [-0.2528, -0.4636, -0.2257], [1.4435, 1.8576, 0.1362], [0.9219, 0.0368, -3.8306], [-0.0839, -0.4209, 0.5204], [0.3202, -0.7193, -0.1456], [0.3836, -0.1228, -0.1378], [0.3196, 0.8528, -0.7204], [-0.3828, 0.3469, 0.1344], [0.1169, 0.2671, -0.4516], [3.0759, -4.3852, -3.5391], [-1.5491, -2.0314, 0.5260], [0.5825, 1.4870, 0.0787], [0.7657, -0.0907, 0.4194], [-0.7922, 0.4114, 0.9645], [-0.4254, -0.0914, 0.1386], [0.0095, 0.2368, -1.3637], [0.3425, 0.1744, 0.0173], [0.4151, -0.1575, 0.7065], [-0.0985, 0.2932, -0.9384], [-0.2909, -0.0476, -0.4172]], "e_lumo_ev": -0.05, "energy_ha": -684.4451, "gap_ev": 7.18, "charge": 0, "e_above_lowest_kcal_mol": 112.96}

Entry 2:
{"formula": "C12H14NO2", "method": "ωB97M-V/def2-TZVPD", "symbols": ["C", "C", "C", "C", "C", "C", "C", "C", "C", "N", "H", "H", "H", "H", "H", "H", "H", "H", "H", "C", "C", "C", "O", "O", "H", "H", "H", "H", "H"], "coordinates": [[3.598338, 0.267810, -2.029794], [2.336300, 0.575225, -1.264112], [2.242662, 0.392843, 0.103340], [0.990692, 0.776783, -1.708445], [0.247773, 0.861334, -0.492405], [0.314975, 1.142220, -2.887336], [-1.092042, 1.286622, -0.463076], [-0.971905, 1.631516, -2.868085], [-1.681964, 1.686309, -1.640505], [0.991468, 0.558936, 0.605721], [3.758205, 0.944323, -2.864388], [3.466937, -0.696804, -2.540453], [3.146099, 0.169738, 0.663184], [0.593335, -0.217206, 1.798225], [0.902365, 1.339308, -3.784198], [-1.499595, 1.596047, 0.494536], [-1.584601, 1.889973, -3.722345], [-2.730969, 1.865254, -1.708197], [4.420850, 0.225425, -1.320981], [-1.566238, -2.283952, 2.663291], [-2.862422, -1.604294, 2.170048], [-0.602258, -1.129840, 3.056105], [-0.880268, -0.272169, 3.868742], [0.547999, -1.144050, 2.384294], [-1.647628, -2.848033, 3.586361], [-0.962494, -2.722489, 1.878282], [-3.728305, -2.128558, 2.568912], [-2.787778, -1.622439, 1.081683], [-2.959532, -0.539832, 2.371595]], "forces_ev_per_angstrom": [[-1.2643, -0.3350, -0.3542], [0.0645, -0.8227, -0.1926], [0.4817, 0.2268, -0.5340], [-0.3304, 0.8907, 0.5299], [-0.9651, -0.3663, 0.4198], [0.9947, 1.1277, -0.7225], [0.6022, 0.8547, 0.0345], [-0.9560, -0.7573, 1.1290], [0.5127, -0.9313, -0.6239], [0.4443, 0.3270, 0.0650], [0.3944, 0.5121, 0.1342], [0.3219, -0.1423, 0.2716], [-0.4092, -0.0983, 0.5537], [0.9317, -0.2929, -0.3823], [-0.0403, -0.5445, -0.1428], [-0.3506, -0.6219, 0.0764], [0.5837, 0.0781, -0.4478], [-0.6165, 0.6558, 0.2752], [0.3063, 0.0450, -0.2861], [1.2014, 2.5030, 0.6461], [0.3832, -0.6240, -0.5465], [0.5471, 0.0090, -0.0064], [-0.3336, -0.1234, 0.0196], [-0.9721, 0.2376, 0.1440], [-0.3352, -0.5352, -0.1934], [-0.5952, -0.9101, -0.0440], [-0.2312, 0.0481, -0.4104], [-0.6340, -0.3273, -0.0823], [0.2640, -0.0830, 0.6702]], "e_lumo_ev": 3.65, "energy_ha": -670.9476, "gap_ev": 7.25, "charge": -1, "e_above_lowest_kcal_mol": 28.51}

Entry 3:
{"formula": "C12H15AuF4N3O2", "method": "ωB97M-V/def2-TZVPD", "symbols": ["Au", "C", "N", "C", "C", "C", "N", "C", "C", "F", "C", "F", "C", "C", "F", "C", "F", "H", "H", "H", "H", "H", "H", "H", "H", "H", "H", "H", "N", "C", "C", "O", "O", "H", "H", "H", "H"], "coordinates": [[-0.029115, -0.365403, -0.135842], [2.016794, 1.069656, 2.277075], [0.876947, 0.158008, 2.217885], [1.131596, -1.055633, 2.995837], [-0.370674, 0.785079, 2.612592], [-0.888851, 1.812044, 1.616123], [-0.883680, 1.357078, 0.202934], [-1.700318, 2.029122, -0.697918], [-1.710526, 1.638252, -2.060539], [-0.964281, 0.617255, -2.483160], [-2.468813, 2.285695, -3.013239], [-2.420767, 1.842616, -4.264142], [-3.253085, 3.366081, -2.684230], [-3.248349, 3.796768, -1.373416], [-3.969251, 4.853052, -1.023415], [-2.504010, 3.164024, -0.400581], [-2.542908, 3.709816, 0.812224], [2.236542, 1.384185, 3.305710], [1.828470, 1.959943, 1.676786], [2.900299, 0.573983, 1.876079], [1.228688, -0.838507, 4.066605], [2.064325, -1.510760, 2.661118], [0.320474, -1.767439, 2.846085], [-0.294970, 1.284189, 3.589266], [-1.118835, -0.005383, 2.710116], [-0.314791, 2.742259, 1.646720], [-1.899590, 2.057898, 1.922815], [-3.848254, 3.872033, -3.432166], [1.395360, -1.694417, -0.948232], [0.664295, -2.902416, -1.418555], [-0.543651, -3.164815, -0.526645], [-1.133025, -4.205154, -0.528634], [-0.911667, -2.141995, 0.255899], [1.910673, -1.247471, -1.699365], [2.064723, -1.935686, -0.223256], [1.309246, -3.777735, -1.432495], [0.306946, -2.716036, -2.430824]], "forces_ev_per_angstrom": [[-0.2385, 0.2445, -0.1870], [-0.0690, 0.0246, 0.0801], [0.3725, -0.0469, 0.0844], [-0.0167, 0.1244, -0.0221], [-0.0034, -0.0939, -0.1595], [-0.0284, 0.0821, -0.1008], [0.1093, -0.1472, 0.2393], [-0.1054, 0.1030, -0.0796], [0.0105, 0.0220, 0.0999], [-0.0083, 0.0276, 0.0384], [0.0667, -0.0944, -0.0282], [-0.0082, 0.0144, 0.0217], [-0.0857, 0.0924, -0.0463], [-0.0337, -0.0019, -0.0548], [-0.0018, 0.0066, 0.0147], [0.1613, -0.1308, 0.0433], [-0.0135, -0.0145, 0.0036], [-0.0086, 0.0106, -0.0005], [0.0029, -0.0161, -0.0114], [0.0118, 0.0043, 0.0129], [-0.0046, -0.0270, 0.0151], [0.0047, -0.0042, 0.0044], [-0.0138, -0.0035, 0.0159], [-0.0123, 0.0184, -0.0002], [-0.0084, 0.0042, 0.0082], [0.0038, 0.0095, -0.0061], [-0.0461, -0.0156, 0.0108], [0.0012, -0.0006, 0.0045], [-0.0528, -0.0275, 0.1329], [0.0527, 0.0570, 0.0425], [-0.3530, 0.1113, 0.2644], [0.1981, 0.0889, -0.0437], [0.1045, -0.2951, -0.3654], [0.0191, -0.0571, -0.0340], [0.0199, -0.0415, -0.0054], [-0.0139, -0.0166, -0.0044], [-0.0128, -0.0113, 0.0121]], "e_lumo_ev": [-6.52, -6.53], "energy_ha": -1315.8144, "gap_ev": [5.69, 5.68], "charge": 1, "e_above_lowest_kcal_mol": 48.78}